Formula: C6H7ClN2O2
Source: the OMol25 dataset
Level of theory: the ωB97M-V functional and the def2-TZVPD basis

The frontier orbital gap comes out at 0.339 hartree. The value obtained for the relative energy (zero: lowest compared OMol25 entry of this formula, charge and spin) is 99.2 kcal/mol. For the HOMO energy, the calculation gives -9.2957 eV. As for the multiplicity: 1. Its SMILES is N[C@@]1([N+](=O)[O-])C=CC=C[C@H]1Cl. The value obtained for the total energy is -25928.6133 eV.

Each line ends with the Mulliken charge.
Atoms and positions in Å:
N: 1.5725 -0.0421 1.5003  -0.523
C: 0.6504 0.1754 0.4971  0.761
N: 0.9096 1.7062 -0.0097  0.891
O: -0.0103 2.3809 -0.4304  -0.584
O: 2.0615 2.0345 -0.0869  -0.590
C: 0.9473 -0.5252 -0.7937  -1.076
C: -0.0054 -0.9973 -1.5847  -0.313
C: -1.4726 -0.8146 -1.4100  -0.334
C: -1.8727 -0.2775 -0.2377  -0.562
C: -0.9888 0.1936 0.9414  0.307
Cl: -1.0940 -0.9549 2.2309  -0.171
H: 2.2063 -0.8049 1.3754  0.175
H: 1.2288 0.2339 2.4322  0.230
H: 1.9662 -0.4951 -0.9906  0.457
H: 0.3384 -1.4289 -2.4857  0.398
H: -2.1201 -1.3032 -2.1647  0.346
H: -3.0336 -0.3472 0.0305  0.220
H: -1.2837 1.2665 1.1864  0.370


Formula: C6H7ClNO
Source: the OMol25 dataset
Level of theory: the ωB97M-V functional and the def2-TZVPD basis

The frontier orbital gap (alpha / beta) comes out at 0.298 / 0.298 hartree. The value obtained for the relative energy (zero: lowest compared OMol25 entry of this formula, charge and spin) is 0.0 kcal/mol. For the HOMO energy (alpha / beta), the calculation gives -13.3067 / -13.3063 eV. Its charge is +1. As for the multiplicity: 1. Its SMILES is CC(=[NH2+])c1cc(Cl)co1. The value obtained for the total energy is -22387.4588 eV.

Each line ends with the Mulliken charge.
Atoms and positions in Å:
C: 2.2771 -0.7667 -0.1825  -1.146
C: 1.0476 0.1774 0.0219  0.946
N: 1.4457 1.4324 0.1454  -0.292
C: -0.3691 -0.0480 0.2218  0.258
C: -1.4439 0.8264 0.1235  -0.634
C: -2.5816 0.0089 -0.0109  0.176
Cl: -4.2283 0.4409 -0.1034  -0.135
C: -2.0717 -1.3109 -0.0959  -0.201
O: -0.7484 -1.3432 0.0658  -0.284
H: 3.1500 -0.3390 0.2419  0.435
H: 2.0979 -1.5937 0.4227  0.354
H: 2.2813 -0.9893 -1.3006  0.310
H: 0.8532 2.2003 0.2872  0.150
H: 2.3791 1.7410 -0.0923  0.272
H: -1.3489 1.8412 0.3258  0.438
H: -2.7401 -2.2779 -0.0704  0.353


Q: Look up the multiplicity of the first one.
A: 1


Q: Which formula does entry 1 have?
A: C6H7ClN2O2